C23H33Cl5F5GeNOSiSnTe | ωB97M-V/def2-TZVPD

Last column: Löwdin charge in e.
Element x y z (Å)
Sn  0.33950  0.68010  1.52658  1.3064
Cl  -1.49274  1.22339  4.05372  0.6718
C  -1.53422  -0.46738  3.67799  -0.7395
C  -1.17328  -0.84607  2.38650  -0.4079
C  -1.25754  -2.20036  2.09787  -0.7283
Cl  -0.78029  -2.70712  0.51869  0.6979
C  -1.68378  -3.14100  3.03135  -0.7038
Cl  -1.80820  -4.80335  2.61159  0.6914
C  -1.99402  -2.72591  4.32685  -0.7021
Cl  -2.44973  -3.87384  5.51632  0.6985
C  -1.92307  -1.37283  4.65786  -0.7072
Cl  -2.29087  -0.84398  6.25151  0.6920
F  1.73957  2.52547  0.04855  -0.4684
Te  0.55643  1.87643  -1.40716  1.8102
F  2.79472  1.04847  -1.77984  -0.4088
F  1.68776  3.15468  -2.24959  -0.3626
F  0.69651  0.99089  -3.08913  -0.3657
F  -0.65974  2.89950  -2.56542  -0.3962
O  0.61540  0.21361  -0.62153  -0.7358
C  -3.35598  0.84183  0.53758  -0.1545
Si  -2.42801  1.72150  -0.86265  0.4811
C  -3.39172  3.23614  -1.43641  -0.1424
C  -2.13613  0.41683  -2.18278  -0.1799
N  -0.88671  2.32284  -0.06294  -0.3486
C  -0.94463  3.66491  0.47153  -0.3712
C  -0.23991  4.74985  -0.04703  -0.0436
C  -0.29962  5.98320  0.58229  -0.0599
C  -1.09368  6.16498  1.70228  -0.0848
C  -1.82595  5.09933  2.19812  -0.0702
C  -1.74929  3.85560  1.59542  -0.0613
H  -4.42829  1.01159  0.41639  0.0394
H  -3.06584  1.18539  1.53107  -0.0079
H  -3.18122  -0.23473  0.49498  0.0270
H  -3.59086  3.19383  -2.50776  0.0391
H  -2.84742  4.15988  -1.24569  0.0301
H  -4.35198  3.29180  -0.91985  0.0344
H  -3.05382  -0.15972  -2.31907  0.0518
H  -1.35963  -0.29007  -1.89424  0.0127
H  -1.86222  0.84703  -3.14206  0.0315
H  0.34627  4.63739  -0.94420  0.0882
H  0.28089  6.80643  0.18744  0.1108
H  -1.13565  7.13216  2.18506  0.1035
H  -2.46136  5.23084  3.06450  0.1081
H  -2.30439  3.01759  1.99741  0.0634
C  4.75680  -0.91656  3.81734  -0.1086
C  5.34353  0.33783  3.17043  -0.2678
C  5.39756  0.25455  1.64503  -0.3069
C  4.00736  0.25433  0.99873  -0.3233
Ge  4.20802  0.26084  -0.96717  0.9689
C  4.18692  -1.49322  -1.86276  -0.2850
C  5.39939  -2.39340  -1.62466  -0.2979
C  6.71016  -1.78906  -2.12347  -0.2928
C  7.86228  -2.78774  -2.07288  -0.1142
H  4.93130  -0.91134  4.89310  0.0694
H  5.23081  -1.81078  3.40664  0.0747
H  3.68152  -0.98823  3.64765  0.0615
H  6.35824  0.49265  3.54516  0.1041
H  4.75830  1.21510  3.45978  0.1084
H  5.94799  -0.64742  1.35325  0.0999
H  5.95600  1.11608  1.26719  0.1000
H  3.45913  1.14280  1.31090  0.0343
H  3.43724  -0.63262  1.28814  0.0560
H  5.22882  1.31359  -1.40495  0.0021
H  4.04476  -1.29832  -2.92722  0.0753
H  3.27768  -1.98195  -1.50327  0.0721
H  5.22653  -3.34502  -2.13585  0.1104
H  5.49171  -2.61954  -0.55735  0.1036
H  6.95473  -0.91482  -1.51070  0.0908
H  6.57468  -1.44180  -3.15135  0.1121
H  8.02009  -3.14887  -1.05486  0.0723
H  8.78992  -2.32874  -2.41562  0.0690
H  7.65426  -3.64926  -2.70896  0.0726

## Properties
- E_LUMO: -1.02 eV
- E_HOMO: -8.89 eV
- Energy relative to the best compared isomer or geometry (same formula, charge and spin): 0.0 kJ/mol
- Kohn-Sham gap: 7.87 eV